This record from OMol25 describes a single C31H44N4O4 molecule. The level of theory is ωB97M-V/def2-TZVPD.

Calculated values
HOMO energy = -8.47 eV
SMILES = CCCN(CCC)CCN1C(=O)[C@@H]2[C@@H](C(=O)Nc3ccc(C)cc3)[C@H]3C=C[C@@]2(O3)[C@H]1C(=O)NC1CCCCC1
Total charge = 0
HOMO-LUMO gap = 9.096 eV
Molar mass = 536.7 g mol⁻¹
Spin multiplicity = 1
F_max = 0.56 eV Å⁻¹

Element x y z (Å)
C -4.141 5.401 -2.028
C -2.812 4.656 -2.049
C -1.896 5.128 -0.917
N -0.561 4.565 -1.026
C 0.503 5.389 -0.467
C 1.478 5.856 -1.554
C 0.791 6.733 -2.591
C -0.500 3.183 -0.608
C 0.665 2.447 -1.279
N 0.597 1.022 -1.066
C 1.530 0.332 -0.364
O 2.469 0.820 0.223
C 1.154 -1.140 -0.431
C 2.248 -2.135 -0.814
C 2.338 -3.310 0.150
O 1.491 -3.533 0.987
N 3.436 -4.076 -0.079
C 3.828 -5.268 0.547
C 5.012 -5.864 0.123
C 5.446 -7.043 0.698
C 4.715 -7.657 1.706
C 5.173 -8.939 2.331
C 3.534 -7.052 2.122
C 3.087 -5.874 1.557
C 1.708 -2.583 -2.226
C 0.447 -3.387 -1.971
C -0.486 -2.496 -1.659
C 0.234 -1.172 -1.688
O 1.194 -1.369 -2.726
C -0.398 0.208 -1.737
C -1.773 0.184 -1.046
O -2.799 0.066 -1.681
N -1.714 0.254 0.294
C -2.882 0.212 1.152
C -2.715 -0.877 2.211
C -3.945 -0.933 3.112
C -4.183 0.420 3.776
C -4.347 1.509 2.720
C -3.118 1.570 1.817
H -3.984 6.470 -2.158
H -4.652 5.243 -1.081
H -4.786 5.048 -2.828
H -3.004 3.585 -1.967
H -2.304 4.829 -2.999
H -2.362 4.894 0.057
H -1.808 6.214 -0.991
H 0.081 6.271 0.027
H 1.058 4.827 0.293
H 1.907 4.983 -2.047
H 2.290 6.410 -1.078
H -0.027 6.186 -3.051
H 1.492 7.030 -3.367
H 0.391 7.633 -2.128
H -0.411 3.082 0.491
H -1.427 2.697 -0.916
H 0.640 2.657 -2.353
H 1.622 2.778 -0.870
H 0.655 -1.463 0.487
H 3.214 -1.638 -0.927
H 4.073 -3.758 -0.797
H 5.595 -5.400 -0.661
H 6.369 -7.490 0.356
H 4.476 -9.743 2.095
H 5.212 -8.842 3.415
H 6.159 -9.219 1.970
H 2.952 -7.514 2.906
H 2.171 -5.419 1.893
H 2.448 -3.010 -2.897
H 0.391 -4.456 -2.007
H -1.509 -2.629 -1.373
H -0.536 0.536 -2.773
H -0.825 0.414 0.741
H -3.728 -0.026 0.498
H -2.558 -1.842 1.724
H -1.830 -0.657 2.814
H -3.808 -1.703 3.873
H -4.818 -1.202 2.514
H -5.075 0.374 4.402
H -3.334 0.663 4.419
H -4.498 2.477 3.201
H -5.228 1.295 2.112
H -3.253 2.334 1.049
H -2.239 1.835 2.412

Formally, the Mulliken partial charges of the atoms, in units of the elementary charge, are as follows: atom 1 (C): -1.457, atom 2 (C): 0.057, atom 3 (C): -0.957, atom 4 (N): 0.928, atom 5 (C): -1.081, atom 6 (C): -0.284, atom 7 (C): -1.195, atom 8 (C): -0.080, atom 9 (C): -1.173, atom 10 (N): 0.237, atom 11 (C): 0.109, atom 12 (O): -0.741, atom 13 (C): -0.133, atom 14 (C): -0.454, atom 15 (C): 0.127, atom 16 (O): -0.683, atom 17 (N): -0.065, atom 18 (C): 0.840, atom 19 (C): -0.638, atom 20 (C): -0.856, atom 21 (C): 0.775, atom 22 (C): -1.359, atom 23 (C): -0.817, atom 24 (C): -0.354, atom 25 (C): 0.001, atom 26 (C): -0.997, atom 27 (C): -0.823, atom 28 (C): 0.647, atom 29 (O): -0.657, atom 30 (C): 0.284, atom 31 (C): -0.155, atom 32 (O): -0.728, atom 33 (N): 0.137, atom 34 (C): -0.634, atom 35 (C): -0.614, atom 36 (C): -0.824, atom 37 (C): -0.668, atom 38 (C): -0.901, atom 39 (C): -0.274, atom 40 (H): 0.347, atom 41 (H): 0.315, atom 42 (H): 0.408, atom 43 (H): 0.127, atom 44 (H): 0.239, atom 45 (H): 0.143, atom 46 (H): 0.629, atom 47 (H): 0.651, atom 48 (H): 0.245, atom 49 (H): 0.165, atom 50 (H): 0.452, atom 51 (H): 0.199, atom 52 (H): 0.413, atom 53 (H): 0.271, atom 54 (H): -0.006, atom 55 (H): -0.309, atom 56 (H): 0.164, atom 57 (H): 0.486, atom 58 (H): 0.538, atom 59 (H): 0.851, atom 60 (H): 0.204, atom 61 (H): 0.340, atom 62 (H): 0.300, atom 63 (H): 0.306, atom 64 (H): 0.338, atom 65 (H): 0.337, atom 66 (H): 0.355, atom 67 (H): 0.496, atom 68 (H): 0.640, atom 69 (H): 0.500, atom 70 (H): 0.547, atom 71 (H): 0.582, atom 72 (H): 0.412, atom 73 (H): 0.515, atom 74 (H): 0.356, atom 75 (H): 0.357, atom 76 (H): 0.374, atom 77 (H): 0.340, atom 78 (H): 0.349, atom 79 (H): 0.323, atom 80 (H): 0.361, atom 81 (H): 0.384, atom 82 (H): 0.104, atom 83 (H): 0.309

This record from OMol25 describes a molecular structure, C31H45BrMgN2P2 at a distorted geometry. The level of theory is ωB97M-V/def2-TZVPD.

Calculated values
HOMO energy (alpha / beta) = -11.85 / -11.85 eV
Total charge = +2
HOMO-LUMO gap (alpha / beta) = 1.525 / 3.594 eV
Molar mass = 611.9 g mol⁻¹
Spin multiplicity = 1
F_max = 4.40 eV Å⁻¹

Element x y z (Å)
C -0.677 7.223 -4.044
C -0.858 5.851 -4.300
C -1.164 5.460 -5.616
C -1.283 6.445 -6.611
N -1.111 7.746 -6.347
C -0.815 8.137 -5.103
C -0.742 4.873 -3.246
C -0.654 4.034 -2.360
C -0.517 3.062 -1.319
C 0.557 3.154 -0.414
C 0.715 2.191 0.600
C -0.201 1.166 0.678
C -1.297 1.054 -0.156
C -1.446 2.011 -1.179
Mg -0.217 -0.180 2.360
P 1.882 -1.124 1.184
H -1.314 4.414 -5.877
H -0.437 7.589 -3.048
H -1.525 6.168 -7.644
H -0.682 9.213 -4.932
H -2.285 1.940 -1.868
H 1.267 3.974 -0.502
H -2.040 0.262 -0.051
H 1.573 2.282 1.271
C 2.285 -2.764 1.918
C 3.250 -3.724 1.213
H 1.299 -3.238 2.059
H 2.627 -2.544 2.941
H 3.464 -4.560 1.895
H 2.815 -4.155 0.302
H 4.212 -3.266 0.954
C 1.796 -1.399 -0.630
C 2.846 -0.726 -1.510
H 0.802 -1.023 -0.922
H 1.779 -2.488 -0.780
H 2.589 -0.907 -2.561
H 2.882 0.362 -1.367
H 3.855 -1.128 -1.359
C 3.353 -0.073 1.512
C 4.725 -0.745 1.473
H 3.194 0.365 2.513
H 3.308 0.764 0.802
H 5.499 0.022 1.616
H 4.844 -1.480 2.277
H 4.936 -1.231 0.512
Br -0.852 -1.945 3.916
P -2.707 -3.691 -2.055
C -0.864 -3.762 -1.949
C -0.336 -5.189 -2.107
H -0.581 -3.337 -0.974
H -0.481 -3.107 -2.745
H 0.729 -5.165 -2.363
H -0.439 -5.765 -1.179
H -0.859 -5.729 -2.906
C -3.136 -3.404 -0.283
C -4.549 -3.916 0.011
H -3.036 -2.331 -0.069
H -2.388 -3.956 0.306
H -4.668 -4.090 1.085
H -5.315 -3.193 -0.288
H -4.744 -4.860 -0.511
C -2.925 -1.979 -2.715
C -3.170 -1.984 -4.226
H -2.022 -1.407 -2.456
H -3.783 -1.550 -2.176
H -3.634 -1.040 -4.532
H -2.235 -2.087 -4.789
H -3.841 -2.800 -4.523
N 0.306 1.496 3.680
C 0.233 1.188 5.087
C 1.413 0.933 5.788
C 1.332 0.539 7.127
C 0.074 0.388 7.732
C -1.106 0.600 7.000
C -1.025 1.019 5.669
H 1.232 1.811 3.398
H -0.338 2.245 3.417
H 2.382 1.037 5.295
H 2.247 0.356 7.694
H 0.010 0.085 8.774
H -2.084 0.437 7.458
H -1.929 1.146 5.073

Formally, the Mulliken partial charges of the atoms, in units of the elementary charge, are as follows: atom 1 (C): -0.336, atom 2 (C): 0.695, atom 3 (C): -0.330, atom 4 (C): -0.369, atom 5 (N): 0.020, atom 6 (C): -0.367, atom 7 (C): -0.234, atom 8 (C): -0.432, atom 9 (C): 0.806, atom 10 (C): -0.932, atom 11 (C): -0.351, atom 12 (C): 0.657, atom 13 (C): -0.129, atom 14 (C): -0.844, atom 15 (Mg): 0.854, atom 16 (P): 0.452, atom 17 (H): 0.456, atom 18 (H): 0.455, atom 19 (H): 0.409, atom 20 (H): 0.412, atom 21 (H): 0.482, atom 22 (H): 0.469, atom 23 (H): 0.447, atom 24 (H): 0.278, atom 25 (C): -0.625, atom 26 (C): -1.147, atom 27 (H): 0.479, atom 28 (H): 0.494, atom 29 (H): 0.377, atom 30 (H): 0.290, atom 31 (H): 0.246, atom 32 (C): 0.259, atom 33 (C): -1.488, atom 34 (H): -0.035, atom 35 (H): 0.248, atom 36 (H): 0.425, atom 37 (H): 0.275, atom 38 (H): 0.281, atom 39 (C): -0.187, atom 40 (C): -1.459, atom 41 (H): 0.104, atom 42 (H): 0.371, atom 43 (H): 0.446, atom 44 (H): 0.344, atom 45 (H): 0.214, atom 46 (Br): -0.564, atom 47 (P): -0.123, atom 48 (C): 0.245, atom 49 (C): -1.388, atom 50 (H): -0.341, atom 51 (H): 0.453, atom 52 (H): 0.370, atom 53 (H): 0.326, atom 54 (H): 0.411, atom 55 (C): 0.091, atom 56 (C): -1.298, atom 57 (H): -0.181, atom 58 (H): 0.412, atom 59 (H): 0.378, atom 60 (H): 0.310, atom 61 (H): 0.362, atom 62 (C): -0.083, atom 63 (C): -1.294, atom 64 (H): -0.102, atom 65 (H): 0.479, atom 66 (H): 0.376, atom 67 (H): 0.295, atom 68 (H): 0.369, atom 69 (N): -0.507, atom 70 (C): 0.777, atom 71 (C): -0.445, atom 72 (C): -0.723, atom 73 (C): -0.484, atom 74 (C): -0.626, atom 75 (C): -0.330, atom 76 (H): 0.239, atom 77 (H): 0.356, atom 78 (H): 0.300, atom 79 (H): 0.383, atom 80 (H): 0.392, atom 81 (H): 0.381, atom 82 (H): 0.303